{"formula": "C20H28ClF5InN2O3Te", "method": "ωB97M-V/def2-TZVPD", "elements": ["In", "Cl", "N", "N", "C", "C", "C", "C", "C", "C", "H", "H", "H", "H", "H", "H", "C", "C", "C", "C", "H", "H", "H", "H", "H", "H", "O", "H", "H", "O", "H", "H", "C", "C", "C", "H", "H", "C", "C", "H", "C", "C", "C", "C", "H", "C", "H", "H", "H", "H", "H", "H", "H", "H", "F", "Te", "F", "F", "F", "F", "O"], "coordinates": [[1.38967, 0.10832, 0.88677], [2.91662, -0.33708, 2.64310], [-1.08143, -0.51784, 1.78090], [1.86030, 1.07271, -1.26817], [-1.05670, -1.74697, 2.22561], [2.17968, 0.23190, -2.21453], [-2.42992, 0.00395, 2.06665], [-2.88540, -0.91805, 3.20077], [-3.30545, -0.17190, 0.84033], [-2.41839, 1.44742, 2.49001], [-3.37716, -1.22904, 0.55354], [-2.88333, 0.39539, 0.00462], [-4.30857, 0.20399, 1.06505], [-1.79231, 1.57171, 3.37279], [-3.44670, 1.75258, 2.72772], [-2.02706, 2.08255, 1.69588], [1.50199, 2.36754, -1.90510], [1.81667, 2.11285, -3.37861], [2.36499, 3.48970, -1.37166], [0.03149, 2.66095, -1.71498], [-0.56228, 1.83977, -2.13512], [-0.21935, 3.58572, -2.25047], [-0.19475, 2.77862, -0.65165], [3.41928, 3.21118, -1.47241], [2.12000, 3.71571, -0.33042], [2.17962, 4.38990, -1.96965], [2.15753, 0.69471, -3.45790], [2.69027, 2.66919, -3.73512], [0.96948, 2.27046, -4.05707], [-2.03610, -2.10700, 3.05234], [-3.92906, -1.24971, 3.14728], [-2.66512, -0.48725, 4.18792], [-0.05680, -2.76274, 1.79242], [2.50326, -1.20526, -2.01292], [1.22551, -1.85077, -1.58643], [3.25616, -1.25592, -1.20840], [2.91921, -1.61229, -2.94076], [0.78615, -1.67441, -0.29127], [-0.00688, -2.64053, 0.29826], [3.07357, 1.63740, 2.69206], [-0.82160, -3.43789, -0.53992], [-0.63179, -3.35308, -1.92041], [-1.87682, -4.32410, 0.04121], [0.41784, -2.61430, -2.46245], [-1.28739, -3.92619, -2.58310], [0.70046, -2.60470, -3.92954], [-0.10348, -3.10280, -4.47914], [1.63929, -3.13037, -4.15365], [0.79583, -1.57569, -4.30378], [-1.44908, -5.06977, 0.72475], [-2.39985, -4.86031, -0.75641], [-2.62960, -3.75039, 0.60276], [-0.37793, -3.74979, 2.14143], [0.90652, -2.49369, 2.25527], [1.05819, 4.75953, 1.25767], [0.87261, 3.37551, 2.65367], [3.37684, 2.55364, 2.57369], [0.33863, 2.08872, 4.04972], [1.14512, 4.72770, 4.08035], [-0.93309, 3.93767, 2.67125], [0.58060, 2.02284, 1.30527]], "total_charge": -1, "fmax_ev_per_a": 2.96, "de_lowest_ev": 0.621, "e_tot_ha": -2531.994475, "e_lumo_ev": 2.21}

{"formula": "C20H28ClF5N2O3ScTe", "method": "ωB97M-V/def2-TZVPD", "elements": ["Sc", "Cl", "N", "N", "C", "C", "C", "C", "C", "C", "H", "H", "H", "H", "H", "H", "C", "C", "C", "C", "H", "H", "H", "H", "H", "H", "O", "H", "H", "O", "H", "H", "C", "C", "C", "H", "H", "C", "C", "H", "C", "C", "C", "C", "H", "C", "H", "H", "H", "H", "H", "H", "H", "H", "F", "Te", "F", "F", "F", "F", "O"], "coordinates": [[-0.00737, 0.04273, 0.02047], [-1.67209, -0.63061, 1.58878], [-0.68081, -1.46563, -1.18369], [0.55786, 1.60516, 1.21773], [-0.50174, -2.71985, -1.00382], [1.45929, 1.60618, 2.12622], [-1.67173, -1.27759, -2.28097], [-2.26997, -2.68848, -2.36445], [-0.92643, -0.90345, -3.55295], [-2.69548, -0.22712, -1.90440], [0.04485, -1.39439, -3.59204], [-0.75627, 0.16801, -3.58820], [-1.50349, -1.20798, -4.42605], [-3.36577, -0.59012, -1.13053], [-3.27497, 0.06409, -2.78014], [-2.19313, 0.66243, -1.52707], [-0.08992, 2.94995, 1.18834], [0.91466, 3.77037, 2.01024], [-1.43948, 2.85949, 1.88531], [-0.23487, 3.46819, -0.22630], [0.70448, 3.41391, -0.76734], [-0.58733, 4.49952, -0.20675], [-0.96063, 2.87372, -0.77627], [-1.33662, 2.46352, 2.89340], [-2.10730, 2.19641, 1.34494], [-1.89024, 3.85016, 1.94086], [1.69153, 2.78278, 2.74162], [0.44770, 4.43374, 2.73154], [1.60598, 4.33173, 1.38215], [-1.27256, -3.54607, -1.73791], [-2.42245, -3.03887, -3.38020], [-3.19174, -2.78487, -1.79121], [0.45711, -3.34545, -0.05309], [2.24424, 0.43631, 2.61396], [2.49575, -0.57284, 1.53312], [1.66690, -0.01714, 3.42259], [3.16483, 0.80804, 3.05573], [1.51798, -1.54524, 1.29737], [1.62026, -2.44142, 0.22835], [0.71760, -1.67206, 2.01273], [2.72753, -2.37565, -0.61407], [3.70414, -1.42297, -0.34219], [2.83988, -3.24150, -1.82954], [3.60406, -0.49917, 0.69320], [4.55338, -1.35380, -1.01000], [4.61930, 0.59143, 0.82514], [5.45515, 0.43053, 0.15000], [5.02043, 0.67010, 1.83604], [4.17789, 1.55616, 0.57211], [2.66725, -4.29496, -1.60695], [3.82479, -3.15651, -2.28039], [2.10976, -2.94692, -2.58413], [0.76067, -4.30719, -0.46114], [-0.09492, -3.55165, 0.86577], [-5.12649, 0.52846, -0.82526], [-4.29859, 0.94687, 0.96009], [-6.12585, 1.66769, 1.36862], [-4.82777, -0.86172, 1.65156], [-3.88105, 2.76670, 0.19837], [-3.75080, 1.45054, 2.82821], [-2.21740, 0.18630, 0.64252]], "total_charge": -1, "fmax_ev_per_a": 18.04, "de_lowest_ev": 6.797, "e_tot_ha": -3102.357349, "e_lumo_ev": [2.04, 2.19]}

{"formula": "C20H28ClN3O2", "method": "ωB97M-V/def2-TZVPD", "elements": ["C", "C", "O", "C", "H", "C", "C", "O", "N", "C", "H", "C", "C", "H", "H", "C", "N", "C", "H", "C", "N", "C", "C", "C", "C", "C", "C", "H", "H", "H", "Cl", "H", "C", "H", "C", "H", "H", "H", "H", "H", "H", "H", "C", "H", "H", "H", "H", "H", "H", "H", "H", "H", "H", "H"], "coordinates": [[2.52102, 2.11076, -0.68062], [3.74629, 1.75654, -0.17241], [4.59947, 2.49142, 0.06921], [4.07892, 0.31404, -0.03242], [4.29844, 0.14252, -1.06608], [3.00439, -0.48043, 0.63518], [2.19604, -1.13940, -0.34834], [2.36386, -0.86946, -1.85735], [1.22892, -1.99610, -0.27611], [0.73281, -2.32707, 1.17607], [1.20316, -3.55310, 1.30380], [-0.62131, -2.28420, 1.17992], [-1.48755, -2.94288, 0.27043], [-1.13201, -4.28845, 0.36972], [-2.50555, -3.02774, 0.30674], [-0.96046, -2.71472, -1.00772], [-1.55387, -1.22142, -1.24471], [-0.83364, -0.60111, -2.37226], [-1.28137, -1.06660, -3.57008], [-1.17824, 0.79467, -2.27416], [-2.33498, 1.16247, -1.58478], [-2.09947, 1.19218, -0.06612], [-0.98233, 1.09844, 0.49365], [-0.84854, 1.41885, 1.97281], [-1.97674, 1.97336, 2.28325], [-3.30552, 2.05756, 1.89175], [-3.38305, 1.92519, 0.68022], [-4.30123, 1.76993, -0.02597], [-4.02439, 2.40017, 2.58745], [-1.95737, 2.21277, 3.69940], [0.62202, 1.31923, 2.54997], [-0.11107, 0.94435, -0.09254], [-3.41883, 0.09876, -1.91481], [-4.34762, 0.49271, -1.37456], [-2.91689, -1.21917, -1.48395], [-3.29057, -2.19078, -2.37267], [-3.41556, -1.46011, -0.72092], [-3.52748, 0.07307, -2.77688], [-0.35540, 1.42894, -1.96535], [-1.31705, 1.15499, -3.31945], [0.12602, -0.74514, -2.25786], [-1.30146, -3.54582, -1.71857], [0.59039, -2.80335, -1.13544], [0.75201, -3.78542, -0.89901], [1.02892, -2.57333, -2.25076], [-1.22233, -1.20693, 1.16761], [-1.12216, -2.53269, 2.40056], [1.08877, -1.60374, 1.96976], [2.32446, 0.07395, 1.02897], [3.50075, -1.40161, 1.17900], [5.01455, 0.12119, 0.51974], [1.81809, 2.19376, -0.01430], [2.46823, 3.13363, -1.32223], [2.17578, 1.44118, -1.36738]], "fmax_ev_per_a": 14.83, "de_lowest_ev": 20.930, "e_tot_ha": -1553.147726, "e_lumo_ev": 0.37}

{"formula": "C20H28CsN2O", "method": "ωB97M-V/def2-TZVPD", "elements": ["Cs", "C", "C", "C", "C", "C", "C", "C", "C", "C", "C", "C", "C", "H", "H", "H", "H", "H", "H", "H", "H", "H", "H", "H", "H", "H", "H", "H", "H", "H", "H", "C", "C", "O", "N", "C", "C", "C", "C", "C", "C", "N", "H", "H", "H", "H", "H", "H", "H", "H", "H", "H"], "coordinates": [[0.17915, -0.16316, -0.81637], [-3.63115, 0.99837, 1.93085], [-3.03336, -0.19470, 1.21624], [-3.50971, -0.57401, -0.05026], [-4.49554, 0.30545, -0.78731], [-3.07455, -1.77839, -0.62059], [-3.65847, -2.29834, -1.91301], [-2.09179, -2.54395, 0.02245], [-1.64092, -3.84202, -0.60692], [-1.52787, -2.09878, 1.22162], [-0.37578, -2.85260, 1.84898], [-2.02149, -0.93904, 1.83531], [-1.43329, -0.50538, 3.15928], [-2.96831, 1.86721, 1.90283], [-3.82246, 0.76399, 2.97651], [-4.58457, 1.28798, 1.50267], [-5.52729, 0.02053, -0.56687], [-4.36109, 0.24209, -1.86445], [-4.37428, 1.35092, -0.51741], [-4.09392, -3.28661, -1.75996], [-2.89236, -2.40433, -2.68531], [-4.44797, -1.66591, -2.30295], [-2.49341, -4.41191, -0.97216], [-1.11305, -4.47756, 0.09738], [-0.98605, -3.67019, -1.46794], [-0.73487, -3.67496, 2.47285], [0.22816, -2.20790, 2.48327], [0.28361, -3.28293, 1.09541], [-1.44102, -1.32641, 3.87674], [-1.97396, 0.32381, 3.60236], [-0.39429, -0.18342, 3.04442], [4.23324, -0.26306, -3.53855], [3.69829, -0.00351, -2.15564], [2.58716, -0.38467, -1.78722], [4.53167, 0.64638, -1.32189], [4.18783, 0.95274, 0.05985], [3.52916, 2.30654, 0.20248], [4.29626, 3.42482, 0.50239], [3.68277, 4.66424, 0.58964], [2.31783, 4.74158, 0.37583], [1.63077, 3.57210, 0.09262], [2.21016, 2.37571, 0.00400], [3.40915, -0.48900, -4.20869], [4.90082, -1.12525, -3.50635], [4.79510, 0.58820, -3.92075], [5.41952, 0.96373, -1.67253], [5.10053, 0.92077, 0.65212], [3.51134, 0.17851, 0.41637], [5.36036, 3.32087, 0.67160], [4.26052, 5.54877, 0.82163], [1.79146, 5.68371, 0.43297], [0.55797, 3.59897, -0.06754]], "total_charge": 1, "fmax_ev_per_a": 0.92, "de_lowest_ev": 0.109, "e_tot_ha": -983.679541, "e_lumo_ev": -2.40}

{"formula": "C20H28F3O2Tl", "method": "ωB97M-V/def2-TZVPD", "elements": ["O", "C", "C", "H", "H", "C", "H", "H", "C", "H", "H", "H", "C", "H", "H", "H", "Tl", "C", "C", "C", "H", "C", "C", "H", "H", "H", "H", "C", "C", "C", "H", "C", "C", "H", "H", "H", "H", "O", "C", "C", "H", "H", "C", "H", "H", "C", "H", "H", "H", "H", "F", "C", "F", "F"], "coordinates": [[-0.38934, -0.23735, -3.05628], [-0.50188, 1.04935, -3.78008], [-0.14830, 0.47530, -5.14264], [0.25999, 1.79934, -3.53544], [-1.50748, 1.45597, -3.60107], [-0.01492, -0.84597, -4.32767], [0.79707, 0.87995, -5.53937], [-0.94482, 0.49056, -5.89541], [1.39809, -1.35580, -4.31146], [2.09215, -0.56343, -4.01675], [1.69548, -1.70171, -5.31365], [1.49810, -2.20424, -3.62141], [-1.03820, -1.87685, -4.76174], [-2.00768, -1.39169, -4.91388], [-1.15388, -2.65250, -3.99495], [-0.72911, -2.34179, -5.70987], [-1.17435, -1.15594, 1.11884], [-2.23372, -0.75697, 4.74079], [-2.03782, 0.64683, 4.67901], [-2.66648, 1.11969, 3.50662], [-1.56402, 1.25112, 5.43728], [-3.23371, 0.02208, 2.81983], [-2.93549, -1.15781, 3.58006], [-3.22286, -2.17806, 3.33557], [-1.92039, -1.39414, 5.56019], [-2.75848, 2.16809, 3.22461], [-3.81584, 0.07992, 1.90036], [0.75330, -1.98119, 4.72152], [0.14615, -2.96825, 3.89979], [0.89473, -3.05701, 2.68856], [-0.72367, -3.56403, 4.16557], [1.96147, -2.11843, 2.77269], [1.84549, -1.42590, 4.00838], [2.54521, -0.67871, 4.39464], [0.44817, -1.70013, 5.73169], [0.73530, -3.77036, 1.87599], [2.76228, -1.96879, 2.04501], [1.99747, 1.25812, -2.31118], [1.19751, 0.84443, -1.12501], [0.09903, 1.89851, -0.89091], [1.83390, 0.85091, -0.22554], [0.75562, -0.16860, -1.23378], [0.79138, 3.19437, -1.35969], [-0.24268, 1.93402, 0.16540], [-0.75014, 1.62664, -1.52984], [2.01984, 2.71534, -2.19903], [1.14904, 3.84443, -0.53638], [0.14965, 3.81880, -1.99066], [2.94394, 2.99302, -1.65541], [2.08275, 3.14778, -3.21761], [-0.13406, 2.24690, 2.93964], [0.52270, 1.09378, 3.23475], [0.71793, 1.08988, 4.58864], [1.75561, 1.22051, 2.66128]], "fmax_ev_per_a": 3.12, "de_lowest_ev": 0.477, "e_tot_ha": -1401.151583, "e_lumo_ev": [-1.89, -2.12]}

{"formula": "C20H28MoNO2S", "method": "ωB97M-V/def2-TZVPD", "elements": ["O", "C", "C", "H", "H", "C", "H", "H", "C", "H", "H", "H", "C", "H", "H", "H", "Mo", "C", "C", "C", "H", "C", "C", "H", "H", "H", "H", "C", "C", "C", "H", "C", "C", "H", "H", "H", "H", "O", "C", "C", "H", "H", "C", "H", "H", "C", "H", "H", "H", "H", "S", "C", "N"], "coordinates": [[-0.05152, -2.12348, -3.37095], [1.23416, -2.66973, -3.82782], [0.77366, -3.00339, -5.22826], [1.49890, -3.56356, -3.24455], [2.03967, -1.91929, -3.80934], [-0.57592, -2.45488, -4.69380], [0.79160, -4.07561, -5.45093], [1.26918, -2.40966, -6.00564], [-1.66012, -3.51014, -4.58813], [-1.30119, -4.40394, -4.07013], [-2.01134, -3.77660, -5.59426], [-2.50558, -3.10481, -4.02624], [-1.04347, -1.20682, -5.40664], [-0.23731, -0.47056, -5.45060], [-1.88933, -0.78768, -4.85650], [-1.37157, -1.45831, -6.42250], [-0.49305, 2.15166, 3.60006], [0.35694, 4.47776, 3.00314], [1.59502, 3.90868, 3.41534], [1.79110, 2.68427, 2.71216], [2.30875, 4.37041, 4.09411], [0.68730, 2.49848, 1.79767], [-0.20808, 3.63362, 1.97520], [-1.06734, 3.86570, 1.35521], [-0.06444, 5.42206, 3.35276], [2.65315, 2.02686, 2.77020], [0.58939, 1.68501, 1.07669], [-2.46828, 1.48928, 4.60442], [-2.73170, 2.01671, 3.29166], [-2.05667, 1.17711, 2.33583], [-3.41503, 2.82786, 3.05235], [-1.34501, 0.15488, 3.06425], [-1.62031, 0.33805, 4.46160], [-1.28366, -0.31259, 5.26055], [-2.92448, 1.84341, 5.52958], [-2.12539, 1.25944, 1.25617], [-0.73849, -0.63094, 2.61847], [0.20612, -1.61242, 0.38307], [-0.13315, -0.66955, -0.66270], [1.15348, -0.35022, -1.44635], [-0.54517, 0.26036, -0.21598], [-0.89599, -1.12552, -1.31380], [2.13606, -1.46572, -0.98886], [1.53889, 0.61375, -1.07590], [1.02052, -0.26765, -2.52810], [1.65540, -1.62205, 0.45294], [3.18623, -1.16911, -1.08646], [1.97247, -2.38469, -1.58417], [2.05364, -0.74669, 1.01422], [1.94565, -2.55069, 0.95165], [1.32345, 2.45422, 7.84559], [0.72496, 2.36155, 6.38935], [0.25790, 2.32519, 5.28436]], "total_charge": 1, "fmax_ev_per_a": 3.69, "de_lowest_ev": 0.000, "e_tot_ha": -1450.184000, "spin_multiplicity": 3, "e_lumo_ev": [-4.17, -4.98]}